Molecular formula: C50H69AsN3O5P2Si2TeZr
Method: DFT, ωB97M-V with the def2-TZVPD basis set

```
134
C50H69AsN3O5P2Si2TeZr, DFT ωB97M-V with the def2-TZVPD basis set
Zr -0.8496 0.4211 0.7372
O -1.3764 2.6601 2.0174
C -1.9747 2.8324 3.3270
C -0.9163 2.6231 4.3950
C 0.0026 1.4420 4.0434
C 1.1100 1.8361 3.0992
C 2.1792 2.5673 3.6098
C 3.2396 2.9160 2.7982
C 3.2149 2.5059 1.4718
C 2.1166 1.8069 1.0266
N 1.0656 1.4750 1.8044
H -1.8016 3.2818 1.4116
H -2.7837 2.1075 3.4426
H -2.3980 3.8330 3.4000
H -1.4244 2.4342 5.3412
H -0.3237 3.5304 4.5197
H -0.5889 0.6253 3.6284
H 0.4653 1.0631 4.9561
H 2.1683 2.8498 4.6545
H 4.0706 3.4866 3.1914
H 4.0278 2.7258 0.7932
H 2.0721 1.4841 -0.0048
O -2.5162 1.4762 0.1292
N -3.3640 0.9392 -0.7004
N -3.0656 -0.2401 -1.0018
O -2.0002 -0.8219 -0.4660
C -3.8693 -0.9755 -1.9402
C -4.8498 -0.3175 -2.6761
C -5.6114 -1.0514 -3.5662
C -5.3966 -2.4170 -3.7167
C -4.4110 -3.0546 -2.9766
C -3.6366 -2.3361 -2.0811
H -5.0127 0.7432 -2.5490
H -6.3763 -0.5566 -4.1484
H -6.0018 -2.9849 -4.4099
H -4.2492 -4.1174 -3.0941
H -2.8668 -2.8213 -1.4964
O -0.0202 -1.0333 2.0840
P 1.1176 -2.0475 2.2393
C 2.4716 -1.6628 1.0727
P 1.8427 -1.3625 -0.6120
O 0.6374 -0.4296 -0.4719
C 1.4108 -2.9153 -1.3726
C 2.3719 -3.9248 -1.4515
C 2.0611 -5.1155 -2.0841
C 0.8048 -5.2907 -2.6532
C -0.1424 -4.2783 -2.5892
C 0.1548 -3.0880 -1.9461
C 3.1511 -0.5751 -1.5375
C 4.4787 -0.9890 -1.4196
C 5.4505 -0.4060 -2.2145
C 5.1057 0.5887 -3.1213
C 3.7866 1.0087 -3.2307
C 2.8041 0.4227 -2.4476
C 0.5177 -3.6930 1.8959
C 1.2320 -4.8005 2.3560
C 0.7509 -6.0749 2.1091
C -0.4380 -6.2437 1.4104
C -1.1525 -5.1415 0.9600
C -0.6804 -3.8630 1.2057
C 1.8328 -2.0284 3.8737
C 1.0346 -2.4914 4.9244
C 1.5395 -2.5275 6.2113
C 2.8439 -2.1127 6.4561
C 3.6425 -1.6615 5.4144
C 3.1429 -1.6182 4.1214
H 3.1905 -2.4849 1.0951
H 2.9683 -0.7434 1.3916
H 3.3609 -3.7833 -1.0310
H 2.8025 -5.9001 -2.1507
H 0.5705 -6.2174 -3.1600
H -1.1101 -4.4171 -3.0541
H -0.5689 -2.2834 -1.9012
H 4.7636 -1.7569 -0.7098
H 6.4806 -0.7238 -2.1268
H 5.8659 1.0341 -3.7487
H 3.5276 1.7977 -3.9247
H 1.7676 0.7251 -2.5440
H 2.1536 -4.6656 2.9107
H 1.2901 -6.9363 2.4788
H -0.8121 -7.2409 1.2200
H -2.0817 -5.2846 0.4232
H -1.2310 -2.9942 0.8671
H 0.0276 -2.8402 4.7227
H 0.9248 -2.8893 7.0244
H 3.2440 -2.1514 7.4603
H 4.6597 -1.3475 5.6052
H 3.7870 -1.2725 3.3240
C -3.7718 -2.2139 1.9042
As -3.0320 -0.4697 2.4009
C -4.6945 0.5743 2.2593
C -2.9887 -0.7898 4.3299
H -4.7389 -2.3088 2.3943
H -3.1174 -3.0095 2.2564
H -3.9047 -2.3072 0.8277
H -5.1355 0.6935 3.2471
H -5.3962 0.0363 1.6239
H -4.5180 1.5568 1.8268
H -3.9180 -1.2692 4.6307
H -2.8753 0.1417 4.8831
H -2.1527 -1.4463 4.5711
C 1.8156 5.6799 0.0639
Si 1.5265 5.4202 -1.7779
C 2.9989 5.9521 -2.7976
C -0.0594 6.2309 -2.3528
C 1.4045 3.5198 -2.0090
Te -0.3479 2.7867 -1.0037
C -1.5727 2.7573 -2.7740
Si -1.2193 1.5712 -4.2329
C -2.7529 1.6117 -5.3011
C 0.2879 2.0955 -5.2227
C -0.9651 -0.1715 -3.5491
H 1.6637 6.7233 0.3455
H 2.8418 5.4183 0.3323
H 1.1383 5.0715 0.6704
H 3.1833 7.0226 -2.6875
H 2.8313 5.7576 -3.8591
H 3.9078 5.4274 -2.4966
H -0.0402 7.2997 -2.1331
H -0.9400 5.8115 -1.8615
H -0.1849 6.1290 -3.4335
H 2.2887 3.0401 -1.5878
H 1.3201 3.2262 -3.0532
H -1.5377 3.7891 -3.1328
H -2.5893 2.5977 -2.4077
H -2.8900 2.5875 -5.7719
H -3.6571 1.3809 -4.7341
H -2.6647 0.8752 -6.1030
H 0.4489 3.1754 -5.2246
H 0.1354 1.7941 -6.2616
H 1.2031 1.6061 -4.8836
H -0.7124 -0.1550 -2.4847
H -0.1552 -0.6833 -4.0745
H -1.8651 -0.7779 -3.6813
```

Its charge is +3. As for the HOMO energy: -0.55545 hartree. Its max |F| is 2.76 eV Å⁻¹. For the LUMO energy, the calculation gives -7.7667 eV.

---

Molecular formula: C50H70N11O2PW
Method: DFT, ωB97M-V with the def2-TZVPD basis set

```
135
C50H70N11O2PW, DFT ωB97M-V with the def2-TZVPD basis set
W -0.5642 0.2763 -0.2446
C 2.9712 3.0085 3.1425
C 3.0939 1.9288 2.0621
C 2.7985 0.5597 2.6053
C 3.7300 -0.0795 3.4156
C 3.4807 -1.3355 3.9380
C 2.2622 -1.9494 3.6939
C 1.3005 -1.3275 2.9070
C -0.0672 -1.9206 2.7468
C -0.9513 -1.5645 3.9451
C 1.5932 -0.0957 2.3110
N 0.6420 0.5406 1.4592
C -0.0276 1.5532 2.0538
C -0.7242 2.4887 1.2887
C -1.4008 3.6754 1.6376
C -1.8709 4.2189 0.4500
C -1.4821 3.3656 -0.5753
N -0.7672 2.3139 -0.1051
H 3.1243 3.9880 2.6972
H 3.7141 2.8665 3.9245
H 1.9855 2.9899 3.6001
H 4.1125 1.9561 1.6665
H 2.4008 2.1502 1.2481
H 4.6617 0.4174 3.6401
H 4.2182 -1.8239 4.5568
H 2.0462 -2.9070 4.1442
H -0.0080 -3.0040 2.6448
H -0.5161 -1.5119 1.8320
H -0.5341 -1.9586 4.8682
H -1.9483 -1.9749 3.8143
H -1.0447 -0.4864 4.0477
H 0.0494 1.6747 3.1327
H -1.5214 4.0645 2.6299
H -2.4240 5.1292 0.3318
H -1.6811 3.4849 -1.6258
C 1.6500 -8.5715 1.5659
O 1.1986 -7.2929 1.9629
C -0.1339 -7.0216 1.9425
C -1.1356 -7.8465 1.4272
C -2.4438 -7.4074 1.4073
C -2.7859 -6.1247 1.8598
C -1.7797 -5.3263 2.4310
C -0.4873 -5.7775 2.4759
N -4.0916 -5.7321 1.7543
N -4.5295 -4.5729 1.7573
C -3.9956 -3.4017 1.4011
C -4.5578 -2.2304 1.9672
C -4.0310 -0.9865 1.7420
C -2.8855 -0.8667 0.9341
O -2.1936 0.2552 0.6973
C -2.3466 -1.9906 0.3019
N -1.1939 -1.7297 -0.4303
C -0.7328 -2.7796 -1.1721
C -1.3440 -4.0054 -1.2094
C -2.4591 -4.2780 -0.4068
C -2.9364 -3.2739 0.4291
H 2.7252 -8.5733 1.7387
H 1.4562 -8.7461 0.5043
H 1.1934 -9.3642 2.1619
H -0.9042 -8.8258 1.0382
H -3.2173 -8.0375 0.9991
H -2.0409 -4.3714 2.8647
H 0.2894 -5.1826 2.9322
H -5.3940 -2.3504 2.6371
H -4.4544 -0.1114 2.2090
H 0.1317 -2.5561 -1.7858
H -0.9523 -4.7849 -1.8433
H -2.9476 -5.2358 -0.4519
N 4.9022 -2.9745 -0.0868
C 4.8988 -1.6096 -0.6786
C 3.7313 -0.8391 -0.0375
N 2.4493 -1.4812 -0.2075
C 2.4778 -2.8537 0.2403
C 3.6209 -3.6715 -0.3827
H 4.9829 -2.8761 0.9344
H 5.7071 -3.5183 -0.4174
H 4.7894 -1.7028 -1.7614
H 5.8402 -1.1029 -0.4609
H 3.6792 0.1694 -0.4408
H 3.9302 -0.7486 1.0340
H 2.0900 -1.3764 -1.1538
H 1.5241 -3.3273 0.0112
H 2.5971 -2.8544 1.3289
H 3.5215 -3.7461 -1.4676
H 3.6339 -4.6744 0.0441
N 0.4714 -0.0494 -1.7810
P 0.4337 0.2810 -3.3306
N 0.8643 -0.9814 -4.3598
C -0.0939 -1.9031 -4.9419
C 0.2998 -3.3573 -4.6837
C 1.7206 -3.6264 -5.1717
C 2.6755 -2.6159 -4.5408
C 2.2017 -1.1995 -4.8781
N 1.5934 1.4447 -3.7198
C 2.6838 1.5522 -2.7624
C 2.3579 2.5204 -1.6261
C 1.9977 3.8904 -2.1957
C 0.9194 3.7633 -3.2693
C 1.3290 2.7396 -4.3254
N -1.1130 0.7459 -3.7862
C -2.2695 0.4557 -2.9475
C -3.4275 1.3822 -3.3118
C -3.8985 1.1307 -4.7571
C -2.7832 0.5048 -5.5980
C -1.4378 1.0852 -5.1779
H -0.1373 -1.7362 -6.0268
H -1.0780 -1.7119 -4.5120
H -0.4065 -4.0112 -5.1961
H 0.2341 -3.5551 -3.6145
H 1.7565 -3.5294 -6.2570
H 2.0173 -4.6454 -4.9172
H 3.6936 -2.7588 -4.9083
H 2.6694 -2.7568 -3.4535
H 2.1921 -1.0869 -5.9704
H 2.8730 -0.4458 -4.4678
H 3.5667 1.9036 -3.3094
H 2.8822 0.5534 -2.3657
H 3.2183 2.6128 -0.9617
H 1.5102 2.1084 -1.0476
H 2.8872 4.3427 -2.6362
H 1.6533 4.5459 -1.3954
H 0.7410 4.7310 -3.7382
H -0.0088 3.4228 -2.8092
H 2.2562 3.0596 -4.8155
H 0.5644 2.6319 -5.0907
H -1.9623 0.6055 -1.8583
H -2.5998 -0.5913 -3.0557
H -3.0996 2.4159 -3.2012
H -4.2491 1.2250 -2.6123
H -4.1998 2.0779 -5.2019
H -4.7688 0.4766 -4.7642
H -2.9417 0.7128 -6.6560
H -2.7814 -0.5783 -5.4795
H -1.4978 2.1751 -5.2876
H -0.6353 0.7119 -5.8183
```

Its charge is +2. As for the HOMO energy (alpha / beta): -0.40884 / -0.40880 hartree. Its max |F| is 3.18 eV Å⁻¹. For the LUMO energy (alpha / beta), the calculation gives -5.5950 / -5.5959 eV.

---

Molecular formula: C50H82F11N4O14S
Method: DFT, ωB97M-V with the def2-TZVPD basis set

```
162
C50H82F11N4O14S, DFT ωB97M-V with the def2-TZVPD basis set
C -8.4736 -6.6220 -2.7704
C -7.4847 -5.4454 -2.1152
C -8.1807 -4.5490 -0.8987
C -6.0853 -5.2849 -2.5962
C -5.2500 -3.8564 -2.6654
C -3.6962 -4.1574 -2.2369
C -3.2369 -3.4040 -0.8213
C -4.1990 -3.9041 0.4452
C -1.7251 -3.9647 -0.4762
C -0.5152 -3.0408 -1.1703
N -0.7830 -1.5585 -1.1120
F -1.4624 -0.9912 -2.1442
C -0.3859 -0.7622 -0.0688
N -0.7310 0.7204 -0.1757
C -1.9579 1.0870 0.6239
C -1.8089 0.9411 2.2488
F -2.6956 1.9558 2.9311
C 0.4557 1.6112 0.1036
C 0.1954 3.0038 -0.7854
C 1.5547 3.8898 -1.0192
C 1.7113 5.0419 0.1474
C 0.8827 6.4506 -0.2122
F -0.5505 6.2072 -0.5413
F 1.4995 6.8972 -1.5202
C 1.1632 7.6663 0.8372
F 2.5984 7.7021 1.2876
F 0.9688 8.9606 0.0825
S 0.0771 7.7536 2.3418
F 0.5238 9.4326 2.5445
F 1.4876 7.3869 3.3076
F -0.2798 6.0832 2.3718
F -1.3374 8.1815 1.4783
F -0.8297 7.9147 3.7932
N 0.3934 -1.2142 1.1205
C 1.8242 -1.5689 0.8625
C 2.8180 -1.2025 2.1570
C 4.3626 -0.9090 1.6886
N 5.2834 -1.3719 2.8061
C -0.3297 -2.1135 2.0719
C -0.1923 -1.6884 3.6731
C 0.4511 -2.9184 4.5689
C 0.5400 -2.4087 6.1443
O 1.7037 -1.8884 6.5979
O -0.6668 -2.5954 6.9689
H -8.0261 -7.7080 -2.6315
H -8.7082 -6.4297 -3.9056
H -9.5343 -6.6300 -2.2231
H -9.3620 -4.6122 -1.0506
H -7.9718 -5.1305 0.1123
H -7.7809 -3.4489 -0.9057
H -5.5205 -6.2708 -2.9324
H -5.3492 -3.4919 -3.7979
H -5.8187 -3.0977 -1.9781
H -3.5956 -5.3422 -2.1603
H -2.9715 -3.8030 -3.1021
H -3.3229 -2.2389 -0.8849
H -3.7195 -4.9358 0.7982
H -5.2959 -4.1545 0.1083
H -4.1913 -3.1345 1.3311
H -1.6415 -5.0172 -1.0335
H -1.5356 -4.1903 0.6561
H -0.5583 -3.3377 -2.3265
H 0.5367 -3.3855 -0.7976
H -2.8698 0.4680 0.2297
H -2.2167 2.2305 0.4102
H -2.2644 -0.1192 2.5343
H -0.7097 0.9476 2.6530
H 0.5664 1.9699 1.2116
H 1.4804 1.1556 -0.2502
H -0.6927 3.6484 -0.3474
H -0.1735 2.6056 -1.8487
H 1.4339 4.4031 -2.0904
H 2.5419 3.2428 -1.0987
H 1.3691 4.5537 1.1535
H 2.8585 5.3557 0.1458
H 2.2456 -0.9843 -0.0727
H 1.9972 -2.7368 0.6847
H 2.8449 -2.2072 2.7995
H 2.3371 -0.3752 2.8321
H 4.5002 0.2453 1.5501
H 4.6913 -1.5221 0.7226
H 4.7445 -1.2532 3.6993
H 5.4929 -2.3941 2.7470
H -1.4922 -2.1994 1.8354
H 0.1029 -3.2005 1.9927
H -1.2948 -1.4807 4.0727
H 0.4171 -0.6960 3.8374
H 1.5370 -3.2151 4.2393
H -0.2449 -3.8631 4.4477
H -1.3805 -2.0423 6.4905
O -3.1755 12.7931 6.5836
C -2.7444 12.2580 5.5757
O -3.5129 11.5721 4.6795
C -2.6686 10.9902 3.6874
C -1.4021 11.8051 3.7152
C -1.3042 12.2141 5.1631
H -2.4938 9.9413 3.9490
H -3.1611 11.0348 2.7117
H -0.5283 11.2551 3.3558
H -1.5214 12.6976 3.0888
H -0.7831 11.4634 5.7637
H -0.8328 13.1935 5.2724
O 3.1611 1.0022 -1.2785
C 3.5921 0.4670 -2.2864
O 2.8236 -0.2189 -3.1826
C 3.6680 -0.8008 -4.1747
C 4.9344 0.0142 -4.1469
C 5.0323 0.4232 -2.6989
H 3.8427 -1.8497 -3.9131
H 3.1754 -0.7561 -5.1504
H 5.8082 -0.5358 -4.5062
H 4.8152 0.9066 -4.7733
H 5.5534 -0.3275 -2.0984
H 5.5037 1.4026 -2.5897
O -7.6898 -9.1735 -1.1376
C -8.6862 -9.8392 -0.9089
O -9.3925 -10.5191 -1.8591
C -10.5524 -11.0936 -1.2588
C -10.2349 -11.1869 0.2107
C -9.3387 -9.9946 0.4313
H -11.4087 -10.4409 -1.4584
H -10.7462 -12.0767 -1.6976
H -11.1257 -11.1880 0.8444
H -9.6755 -12.1088 0.4116
H -9.9118 -9.0910 0.6568
H -8.5979 -10.1883 1.2105
O -2.8482 -0.7540 7.2270
C -2.8674 0.4570 7.0811
O -2.7420 1.0894 5.8775
C -2.6984 2.4994 6.0917
C -3.3481 2.7183 7.4329
C -2.9833 1.4637 8.1853
H -1.6521 2.8224 6.0790
H -3.2371 3.0111 5.2889
H -3.0180 3.6362 7.9265
H -4.4371 2.7712 7.3133
H -2.0162 1.5568 8.6871
H -3.7633 1.1811 8.8962
O 7.9245 -0.6013 -2.4798
C 8.5411 0.1763 -3.1892
O 8.3325 0.3260 -4.5302
C 9.2988 1.2347 -5.0559
C 9.7632 2.0479 -3.8761
C 9.6590 1.0660 -2.7366
H 10.1116 0.6570 -5.5084
H 8.8368 1.8596 -5.8257
H 10.7666 2.4617 -4.0067
H 9.0724 2.8826 -3.7058
H 10.5692 0.4696 -2.6287
H 9.4096 1.5659 -1.7978
O 10.3951 1.6322 -8.2965
C 10.0126 0.5132 -8.5961
O 10.8396 -0.5529 -8.8050
C 10.0648 -1.6678 -9.2434
C 8.6622 -1.3879 -8.7709
C 8.5868 0.1167 -8.8331
H 10.1309 -1.7317 -10.3346
H 10.4654 -2.5887 -8.8095
H 7.8979 -1.8895 -9.3703
H 8.5480 -1.7186 -7.7313
H 8.2777 0.4681 -9.8214
H 7.9316 0.5180 -8.0565
```

Its charge is +1. As for the HOMO energy: -0.35603 hartree. Its max |F| is 9.06 eV Å⁻¹. For the LUMO energy, the calculation gives -4.1678 eV.